The following is a quantum chemistry calculation of 8 unconnected molecules or ions with the total composition C23H42BrFO31S7, from OMol25.

Computed properties:
- spin multiplicity = 1
- M (g/mol) = 1137.93
- SMILES = CC[C@@]1(O)[C@@H](Br)OC(=O)[C@@H]1C[C@H](C)F.O=S1(=O)OCCO1.O=S1(=O)OCCO1.O=S1(=O)OCCO1.O=S1(=O)OCCO1.O=S1(=O)OCCO1.O=S1(=O)OCCO1.O=S1(=O)OCCO1
- LUMO level (eV) = 0.2
- gap between HOMO and LUMO (eV) = 10.3
- charge = 0

Each line ends with the Löwdin charge.
Positions of all 105 atoms, in Å:
C1 -2.33004 1.98488 -1.96253  -0.086
C2 -1.60792 0.95029 -1.03193  -0.210
C3 -1.27119 1.52305 0.40277  -0.426
O1 -2.46952 1.56196 1.13834  0.019
C4 -0.24198 0.54330 1.12684  -0.591
Br1 0.23533 -1.21273 0.40114  0.842
O2 0.91739 1.21163 1.61297  -0.031
C5 1.11191 2.30401 0.75606  -0.405
O3 2.09339 2.74951 0.33287  0.200
C6 -0.34892 2.80540 0.42893  -0.104
C7 -0.82592 4.16492 0.99881  -0.065
C8 -1.45545 4.25091 2.40713  -0.332
C9 -1.13904 3.16923 3.45311  -0.014
F1 -2.86962 4.38172 2.31403  -0.051
H1 -2.48319 1.45106 -2.93382  0.076
H2 -1.69392 2.85901 -2.23467  0.077
H3 -3.34274 2.28845 -1.63059  0.079
H4 -0.68952 0.65485 -1.58814  0.104
H5 -2.30115 0.08249 -0.94238  0.109
H6 -3.23704 1.41356 0.56934  0.108
H7 -0.77456 0.27144 2.06813  0.105
H8 -0.27179 3.01572 -0.67109  0.140
H9 0.05151 4.85622 0.97857  0.120
H10 -1.54365 4.61859 0.27907  0.119
H11 -1.11639 5.21367 2.84893  0.107
H12 -1.98806 3.15467 4.17693  0.099
H13 -0.22351 3.36061 4.05487  0.076
H14 -1.04251 2.13225 3.08204  0.058
O4 -1.83225 7.34889 2.55929  -0.221
S1 -1.27201 7.60247 1.27994  0.616
O5 -1.78257 7.02906 0.08970  -0.200
O6 0.31254 7.31246 1.35679  -0.196
C10 1.03988 8.49212 1.00116  -0.158
C11 0.13784 9.64366 1.39698  -0.165
O7 -1.18371 9.19919 1.07555  -0.181
H15 1.21127 8.47495 -0.07763  0.136
H16 1.99673 8.51943 1.51858  0.139
H17 0.37479 10.56096 0.86270  0.137
H18 0.18058 9.82900 2.47335  0.134
O8 5.87748 -3.77159 2.47879  -0.230
S2 5.40792 -3.81286 1.13578  0.617
O9 5.92183 -4.72119 0.17588  -0.215
O10 5.48350 -2.31957 0.53275  -0.188
C12 4.18332 -1.90165 0.10321  -0.163
C13 3.21618 -2.65009 0.99592  -0.211
O11 3.80308 -3.94929 1.16253  -0.185
H19 4.06142 -2.18885 -0.94428  0.135
H20 4.07937 -0.82230 0.19616  0.136
H21 2.22314 -2.72750 0.55931  0.021
H22 3.14290 -2.18260 1.98125  0.116
O12 3.43898 -0.44693 6.62931  -0.213
S3 4.05947 -1.16346 5.57409  0.616
O13 3.32119 -1.80020 4.54147  -0.222
O14 5.06922 -2.23923 6.22045  -0.183
C14 6.39668 -2.01081 5.73629  -0.163
C15 6.45543 -0.52661 5.43693  -0.168
O15 5.17061 -0.21383 4.89301  -0.188
H23 6.53598 -2.60440 4.82935  0.119
H24 7.13036 -2.31148 6.48178  0.136
H25 7.24305 -0.27553 4.72993  0.136
H26 6.58784 0.05821 6.35107  0.132
O16 -3.18537 -3.08635 -4.83512  -0.219
S4 -2.55257 -2.82482 -3.59083  0.612
O17 -2.19225 -1.51706 -3.16658  -0.223
O18 -1.25707 -3.77418 -3.47806  -0.190
C16 -1.35916 -4.60143 -2.31575  -0.154
C17 -2.84686 -4.78386 -2.09479  -0.159
O19 -3.42404 -3.51585 -2.42353  -0.185
H27 -0.89577 -4.07326 -1.47889  0.123
H28 -0.84494 -5.54723 -2.47558  0.143
H29 -3.08521 -5.05999 -1.07003  0.139
H30 -3.25980 -5.53081 -2.77788  0.117
O20 -0.15182 5.30089 8.47135  -0.214
S5 -0.61700 5.23434 7.13283  0.619
O21 -0.09583 4.31664 6.18631  -0.221
O22 -0.55633 6.71759 6.50250  -0.188
C18 -1.86136 7.11016 6.06121  -0.164
C19 -2.82241 6.36393 6.96465  -0.166
O23 -2.22193 5.08002 7.15444  -0.186
H31 -1.97658 6.80291 5.01920  0.111
H32 -1.97882 8.18965 6.13444  0.137
H33 -3.81262 6.26349 6.52581  0.137
H34 -2.90534 6.84683 7.94196  0.132
O24 2.16141 -5.59127 -5.78288  -0.220
S6 1.68229 -5.62320 -7.12056  0.631
O25 2.18024 -6.53485 -8.08748  -0.214
O26 1.77770 -4.12507 -7.72110  -0.189
C20 0.48175 -3.69537 -8.14026  -0.164
C21 -0.49005 -4.44069 -7.24503  -0.160
O27 0.07574 -5.74230 -7.08595  -0.283
H35 0.34996 -3.97725 -9.18806  0.133
H36 0.38959 -2.61520 -8.04244  0.135
H37 -1.48589 -4.50671 -7.67796  0.141
H38 -0.55354 -3.97814 -6.25726  0.124
O28 -1.88629 -8.87320 -7.58869  -0.196
S7 -2.23928 -7.89496 -6.62570  0.661
O29 -1.36836 -6.82945 -6.26586  -0.216
O30 -2.72328 -8.65915 -5.28393  -0.183
C22 -4.05926 -8.26924 -4.96111  -0.170
C23 -4.70177 -7.91898 -6.28870  -0.168
O31 -3.67079 -7.26709 -7.03371  -0.185
H39 -4.01116 -7.39773 -4.30281  0.116
H40 -4.57847 -9.07892 -4.45178  0.137
H41 -5.56401 -7.26540 -6.17492  0.137
H42 -4.99731 -8.81854 -6.83458  0.135

Forces on atoms 1 to 2 (eV/Å):
0.206 -0.689 -0.804
-0.122 1.525 -0.423


The following is a quantum chemistry calculation of a molecular structure, C23H42Cl3N2O4SiTi, from OMol25.

Computed properties:
- spin multiplicity = 2
- M (g/mol) = 592.91
- LUMO level (alpha / beta) (eV) = -0.2 / -0.5
- expectation value of S² = 0.75
- gap between HOMO and LUMO (alpha / beta) (eV) = 3.2 / 3.0
- charge = 0
- ΔE to the lowest compared entry with this formula, charge and spin (kJ/mol) = 742.7

Each line ends with the Löwdin charge.
Positions of all 76 atoms, in Å:
C1 -1.99302 -2.62960 -3.95770  -0.040
C2 -1.19022 -2.90159 -2.70295  -0.451
H1 -2.43952 -3.53369 -4.37558  0.075
H2 -1.35480 -2.16007 -4.71127  0.075
H3 -2.84934 -1.99028 -3.73696  0.061
C3 -0.44534 -4.10022 -2.62040  -0.241
C4 0.23191 -4.82704 -3.72650  -0.215
H4 -0.45590 -4.65218 -1.67090  0.048
H5 0.89861 -4.21185 -4.36531  0.048
H6 -0.47349 -5.34061 -4.40656  0.038
H7 0.82554 -5.65135 -3.29146  0.052
Ti1 0.43834 1.90480 1.17103  0.286
Cl1 -1.88682 2.02292 0.98709  0.181
Cl2 1.81132 3.62269 0.55365  0.115
H8 1.67092 5.59650 4.57577  0.102
H9 -0.54433 6.97405 3.89485  0.098
C5 1.55499 5.07828 3.60782  -0.036
C6 -0.45760 6.39584 2.96327  -0.030
N1 0.13475 5.09145 3.21418  -0.160
H10 1.87340 4.03538 3.70208  0.086
C7 -0.51230 3.97608 2.90118  -0.288
O1 0.09798 2.85778 2.87674  -0.265
H11 -1.46584 6.28155 2.55143  0.096
H12 -1.56447 4.06708 2.55908  0.120
H13 2.13638 5.58671 2.82241  0.084
H14 0.15519 6.95999 2.24523  0.104
H15 2.12935 -0.99368 -2.82349  0.092
H16 2.50284 -3.49192 -1.01494  0.090
C8 2.95121 -0.82124 -2.10818  -0.035
C9 3.15001 -2.72756 -0.56026  -0.064
N2 2.64309 -1.37844 -0.78764  -0.163
H17 3.23194 0.23628 -2.05445  0.087
C10 2.44898 -0.69142 0.38391  -0.333
O2 2.60506 0.53524 0.66765  -0.156
H18 3.20756 -2.88628 0.52794  0.091
H19 2.07255 -1.40293 1.15896  0.125
H20 3.77559 -1.42580 -2.48747  0.078
H21 4.14112 -2.80291 -1.01733  0.092
O3 -0.59039 -1.63186 -2.21065  -0.169
C11 -1.56656 -2.14278 -1.34007  -0.215
C12 -0.00651 -3.27914 0.39693  -0.048
C13 -1.26450 -2.76012 0.01725  -0.135
H22 0.84016 -3.06525 -0.25664  0.063
C14 0.17840 -3.99541 1.59622  -0.099
H23 -2.44364 -1.47565 -1.40258  0.130
C15 -2.28784 -2.93118 0.98973  -0.041
H24 1.17500 -4.38046 1.82814  0.100
C16 -0.85536 -4.18257 2.50597  -0.145
C17 -2.09302 -3.63875 2.17132  -0.121
H25 -3.27204 -2.49694 0.80220  0.108
H26 -0.70014 -4.71212 3.44554  0.100
H27 -2.89886 -3.77059 2.88250  0.094
Si1 -0.56331 2.26067 -2.72412  0.595
Cl3 0.22132 0.83044 -0.80624  0.381
C18 1.03297 3.12334 -3.24806  -0.200
C19 -1.20054 3.73282 -1.69214  -0.268
C20 -1.81584 1.88682 -4.04862  -0.177
H28 1.93879 2.52990 -3.13066  0.021
H29 1.15149 4.02307 -2.62251  0.025
H30 0.93555 3.45195 -4.29200  0.039
H31 -1.36920 1.39227 -4.92503  0.041
H32 -2.20914 2.87435 -4.36201  0.050
H33 -2.65966 1.28491 -3.67749  0.043
H34 -1.99241 3.46846 -0.99565  -0.050
H35 -1.56277 4.50001 -2.38292  0.040
H36 -0.37775 4.15675 -1.10526  -0.020
C21 -1.62500 0.02686 3.69161  -0.014
C22 -0.22917 -0.26920 3.31055  -0.372
C23 0.52146 -1.29326 4.07797  0.015
O4 0.34937 0.31512 2.35459  -0.138
H37 -2.06509 -0.87292 4.13503  0.096
H38 -2.21309 0.33357 2.81929  0.032
H39 -1.66374 0.83207 4.43925  0.110
H40 0.13243 -2.29576 3.83560  0.079
H41 1.58204 -1.28401 3.81116  0.097
H42 0.41092 -1.14730 5.16687  0.108

Forces on atoms 1 to 2 (eV/Å):
-0.433 0.273 0.178
-0.629 -0.790 1.244


The following is a quantum chemistry calculation of a molecular structure, C23H42LiN4OTa, from OMol25.

Computed properties:
- spin multiplicity = 1
- M (g/mol) = 578.50
- LUMO level (alpha / beta) (eV) = -9.1 / -9.5
- gap between HOMO and LUMO (alpha / beta) (eV) = 4.8 / 4.0
- charge = +2

Each line ends with the Löwdin charge.
Positions of all 72 atoms, in Å:
N1 -1.90826 -1.63603 -0.48785  -0.177
C1 -2.46315 -2.80843 -0.20142  -0.301
O1 -3.58377 -3.11809 0.04273  0.100
Li1 -3.93140 -1.48472 -0.68077  0.810
Ta1 -0.31832 -0.42200 -0.48209  1.825
N2 0.00243 1.55273 -1.24681  -0.241
N3 0.81108 -1.43682 -1.65723  -0.281
C2 -0.39236 2.15384 -2.56819  -0.641
C3 0.57281 -2.45776 -2.73056  -0.633
C4 -0.50010 3.71394 -2.51442  -0.035
C5 0.63811 1.75565 -3.65696  -0.040
C6 -1.72565 1.58970 -2.99554  -0.064
C7 0.16482 -3.74871 -2.02394  -0.035
C8 1.79223 -2.68984 -3.60611  -0.029
C9 -0.58844 -2.03978 -3.61604  -0.052
H1 -1.13553 4.03249 -1.68729  0.081
H2 -0.98871 4.10675 -3.42211  0.100
H3 0.43786 4.27535 -2.45953  0.087
H4 1.61646 2.23555 -3.56312  0.083
H5 0.27056 1.98938 -4.67424  0.107
H6 0.77363 0.66494 -3.61231  0.051
H7 -1.62721 0.50372 -3.18372  0.053
H8 -2.01189 2.11187 -3.91413  0.104
H9 -2.44769 1.78216 -2.19951  0.079
H10 1.00074 -4.09324 -1.40531  0.095
H11 -0.03191 -4.51857 -2.79822  0.117
H12 -0.74668 -3.60099 -1.40488  0.043
H13 2.61872 -3.13343 -3.04783  0.093
H14 2.10230 -1.75909 -4.08536  0.097
H15 1.50990 -3.39405 -4.39715  0.110
H16 -0.74040 -2.84328 -4.35260  0.110
H17 -0.33499 -1.12561 -4.16842  0.080
H18 -1.51234 -1.90159 -3.04684  0.052
C10 1.24635 2.24772 -0.81426  -0.140
H19 1.61315 1.96314 0.14381  0.060
H20 2.10253 2.27528 -1.49340  0.086
H21 1.01900 3.31882 -0.74501  0.081
C11 2.23097 -1.09927 -1.37704  -0.114
H22 2.33017 -0.47920 -0.46695  0.067
H23 2.81635 -2.03382 -1.22508  0.108
H24 2.65608 -0.52764 -2.22490  0.101
C12 0.27278 1.91496 5.98405  -0.030
C13 -0.09592 1.85760 4.52376  -0.227
C14 -0.78921 2.89450 3.93223  0.011
C15 -1.19641 2.85768 2.59903  -0.241
C16 -1.91609 4.03583 2.02752  -0.033
C17 -0.88974 1.71608 1.84253  -0.037
C18 -0.18254 0.65024 2.38522  -0.250
C19 0.23901 0.71789 3.74851  0.022
N4 0.09008 -0.48792 1.53551  -0.101
C20 0.45788 -1.79488 2.19677  -0.604
C21 1.91787 -1.75128 2.66346  -0.012
C22 -0.55929 -2.14698 3.28180  -0.015
C23 0.38367 -2.93707 1.19514  -0.085
H25 0.91032 2.78551 6.19429  0.097
H26 -0.61433 2.03922 6.62733  0.099
H27 0.80752 1.03008 6.33522  0.083
H28 -0.97189 3.78582 4.54318  0.145
H29 -2.88256 4.21463 2.50040  0.095
H30 -1.32498 4.94525 2.14875  0.097
H31 -2.09401 3.90170 0.95900  0.067
H32 -1.23469 1.68988 0.77909  0.072
H33 0.77126 -0.08721 4.21777  0.085
H34 2.14313 -0.90562 3.30510  0.074
H35 2.12495 -2.67822 3.21068  0.108
H36 2.59587 -1.68880 1.79931  0.089
H37 -1.57440 -2.15842 2.85853  0.096
H38 -0.30042 -3.13352 3.68255  0.109
H39 -0.56583 -1.44768 4.10868  0.071
H40 -0.64946 -3.11982 0.82701  0.042
H41 1.04800 -2.77448 0.33464  0.051
H42 0.74197 -3.84600 1.70355  0.123

Forces on atoms 1 to 2 (eV/Å):
-1.368 -4.420 0.060
-0.790 7.421 -0.268